[1]
{
  "formula": "C29H93N23O15",
  "method": "wB97M-V/def2-TZVPD",
  "species": ["C", "O", "N", "N", "H", "H", "H", "H", "C", "O", "N", "N", "H", "H", "H", "H", "C", "O", "N", "N", "H", "H", "H", "H", "C", "O", "N", "N", "H", "H", "H", "H", "C", "O", "N", "N", "H", "H", "H", "H", "C", "O", "N", "N", "H", "H", "H", "H", "C", "O", "N", "N", "H", "H", "H", "H", "C", "O", "N", "N", "H", "H", "H", "H", "C", "O", "N", "N", "H", "H", "H", "H", "C", "C", "C", "O", "C", "N", "H", "H", "H", "H", "H", "H", "H", "H", "H", "H", "H", "C", "C", "C", "O", "C", "N", "H", "H", "H", "H", "H", "H", "H", "H", "H", "H", "H", "C", "C", "C", "O", "C", "N", "H", "H", "H", "H", "H", "H", "H", "H", "H", "H", "H", "C", "C", "C", "O", "C", "N", "H", "H", "H", "H", "H", "H", "H", "H", "H", "H", "H", "C", "C", "C", "O", "C", "N", "H", "H", "H", "H", "H", "H", "H", "H", "H", "H", "H", "O", "H", "H"],
  "xyz": [[6.26211, -3.17037, -0.06110], [5.81827, -4.09447, -0.78154], [7.36291, -3.30318, 0.60256], [5.61276, -2.08206, 0.15014], [7.85642, -4.18383, 0.57107], [7.83545, -2.46074, 0.89768], [4.62321, -2.07134, -0.05175], [6.07554, -1.37378, 0.70175], [-2.77616, 3.74224, 2.21786], [-2.78151, 2.50117, 2.35364], [-3.07708, 4.43955, 1.20829], [-2.79356, 4.51193, 3.25059], [-3.38084, 4.03359, 0.33477], [-3.05638, 5.44026, 1.34337], [-2.71305, 3.84893, 4.00826], [-2.91362, 5.50917, 3.35636], [-2.26024, -2.71360, 3.90476], [-2.09305, -3.73341, 4.46046], [-3.12277, -2.55349, 2.94369], [-1.66232, -1.59013, 4.24444], [-3.08649, -1.80770, 2.26356], [-3.52777, -3.41716, 2.61181], [-0.92556, -1.64011, 4.93349], [-1.81408, -0.69665, 3.79861], [5.08521, 1.60844, 0.03211], [6.21976, 1.28031, 0.03015], [4.31542, 1.58430, 1.04251], [4.46295, 2.06377, -0.99104], [3.32386, 1.59535, 0.85068], [4.63482, 1.25202, 1.94121], [4.93764, 2.09042, -1.88214], [3.49636, 2.34109, -0.89678], [-5.85881, -0.34733, -3.31921], [-6.52258, -0.11097, -4.20395], [-4.95686, -1.21435, -3.33785], [-6.05630, -0.02039, -2.09336], [-4.41655, -1.54921, -2.55297], [-4.94089, -1.57652, -4.28054], [-5.25159, -0.28463, -1.54317], [-6.54929, 0.81239, -1.80433], [5.57362, -1.08744, 3.85054], [4.81838, -0.34655, 3.28197], [5.79395, -0.94962, 5.13073], [6.12684, -2.10264, 3.26215], [4.96950, -0.55894, 5.56403], [6.34127, -1.61908, 5.65260], [6.68257, -2.69429, 3.86317], [5.87868, -2.25695, 2.29536], [-3.47805, -2.80827, -0.30362], [-4.00552, -1.75565, -0.63807], [-4.15328, -3.84690, -0.08354], [-2.11321, -3.04582, -0.14982], [-5.15021, -3.71016, 0.00313], [-3.56947, -4.60767, 0.23348], [-1.58688, -2.21899, -0.39363], [-1.86399, -3.87989, 0.36233], [-5.73172, 0.55401, 2.20783], [-6.66097, -0.09234, 1.79853], [-5.74573, 1.68029, 2.89895], [-4.52484, 0.35695, 1.81692], [-6.59930, 2.05342, 3.28920], [-4.88796, 2.17741, 3.09182], [-3.85736, 1.10026, 1.96544], [-4.42928, -0.26618, 1.02781], [3.33114, -2.38699, -2.65359], [2.94424, -2.52153, -1.50571], [2.74415, -1.57539, -3.50258], [4.28301, -3.03545, -3.19220], [3.26722, -1.28985, -4.31803], [1.84323, -1.20283, -3.23869], [4.39064, -3.06835, -4.19590], [4.76189, -3.63094, -2.53177], [4.83772, -7.52802, 2.40586], [3.59177, -6.58576, 2.16682], [3.32775, -5.58910, 3.38678], [2.00248, -5.11013, 3.19733], [1.49974, -4.13335, 4.06074], [3.69831, -5.86739, 0.84520], [5.70897, -6.87764, 2.32840], [4.99598, -8.26244, 1.61614], [4.91844, -8.02603, 3.37208], [2.74350, -7.26964, 2.13776], [4.00913, -4.75557, 3.21630], [3.62172, -6.13194, 4.28510], [2.20098, -3.31139, 4.20481], [1.28348, -4.65059, 4.99550], [0.52448, -3.89277, 3.63753], [4.66371, -5.60947, 0.69831], [3.06321, -5.10521, 1.03448], [-2.56602, -0.93161, -7.04937], [-1.24765, -1.71881, -7.39783], [-0.62433, -2.61856, -6.29610], [-0.53675, -1.87217, -5.08009], [-0.36566, -2.56322, -3.88082], [-1.58270, -2.61860, -8.54716], [-3.32356, -1.51744, -6.52874], [-2.96548, -0.62670, -8.01660], [-2.33721, -0.10712, -6.37411], [-0.43707, -1.02020, -7.60523], [0.38323, -2.83553, -6.65087], [-1.12911, -3.58206, -6.22556], [0.52762, -3.18298, -3.80295], [-1.24049, -3.20082, -3.75348], [-0.38443, -1.90446, -3.01261], [-2.23721, -3.31365, -8.21760], [-2.18083, -2.12765, -9.19624], [-1.77089, 0.70752, -1.22004], [-0.93919, 0.51602, 0.03222], [0.36012, -0.28723, -0.11472], [0.79455, -0.43881, 1.22818], [1.81081, -1.42273, 1.28782], [-0.57955, 1.87400, 0.38670], [-1.81299, -0.23664, -1.76308], [-1.40633, 1.40845, -1.97097], [-2.77287, 0.91434, -0.84406], [-1.54549, -0.05920, 0.73195], [1.15790, 0.14619, -0.71789], [0.20284, -1.30919, -0.45963], [2.71191, -1.29879, 0.68720], [1.39067, -2.42218, 1.17521], [2.26418, -1.41073, 2.27898], [-0.36882, 1.80804, 1.37226], [-1.40741, 2.45211, 0.36389], [-4.85755, 4.26680, -4.71236], [-4.62375, 5.42741, -3.81304], [-3.13411, 5.45345, -3.41169], [-2.73635, 4.10242, -2.91685], [-1.36751, 4.20200, -2.56287], [-5.06619, 6.63046, -4.48620], [-4.62994, 3.33062, -4.20258], [-4.31557, 4.35497, -5.65394], [-5.91131, 4.20996, -4.98527], [-5.24051, 5.28334, -2.92594], [-3.00861, 6.26499, -2.69493], [-2.59353, 5.73321, -4.31592], [-1.10426, 5.05569, -1.93837], [-0.68402, 4.13329, -3.40918], [-1.08443, 3.30692, -2.00897], [-5.16403, 7.45311, -3.90847], [-6.04361, 6.59680, -4.73839], [-0.24445, 6.70825, 4.90521], [1.02045, 5.85320, 4.73672], [0.79014, 4.56863, 4.01475], [1.88983, 3.67903, 4.06222], [1.78843, 2.50100, 3.23058], [2.06865, 6.55252, 3.98823], [-0.76156, 6.80130, 3.95020], [-0.01172, 7.72327, 5.22722], [-0.94779, 6.19392, 5.56010], [1.29591, 5.59662, 5.75965], [0.43886, 4.67533, 2.98845], [0.02282, 4.05223, 4.59151], [0.95459, 1.88716, 3.57116], [2.70680, 1.93487, 3.38614], [1.60729, 2.72537, 2.17941], [2.32238, 7.39293, 4.48767], [2.83998, 5.93051, 4.18384], [1.79386, 2.82198, -0.76247], [1.69607, 3.70571, -0.40796], [0.98368, 2.37447, -0.51837]],
  "forces_ev_per_a": [[-2.2603, -4.1305, -3.1158], [0.2927, 0.3839, 0.4507], [4.0636, -0.3434, 2.1099], [-1.6868, 3.3341, 0.8346], [0.0328, 0.4201, -0.3178], [0.2693, -0.4221, 0.1974], [0.0139, 0.3344, -0.4433], [-0.6928, 0.6227, -0.3671], [-1.7325, -3.0099, 1.2017], [0.8366, 0.4695, -0.5452], [-0.5921, 2.0939, -6.3629], [1.2869, 0.1813, 5.5702], [0.2230, 0.2332, -0.0462], [-0.2323, -0.3115, -0.7843], [0.1466, 1.1646, 1.1674], [0.0868, -0.5139, -0.0790], [0.1648, 1.9977, -0.0951], [0.9461, -4.3183, 2.2325], [-2.9915, -0.4341, -3.6475], [2.2640, 2.8534, 1.3138], [-0.0333, 0.0409, 0.3856], [-0.1062, 0.2586, 0.0772], [-0.2523, 0.0101, -0.1750], [-0.0523, -0.3419, 0.0199], [0.8696, -0.0017, -0.8106], [5.0364, -1.5617, 0.1790], [-3.6966, -0.4614, 5.5766], [-1.7589, 1.7256, -5.1332], [0.1171, 0.0688, 0.5648], [-0.0650, -0.2690, -0.2109], [-0.2340, 0.0037, 0.2881], [0.1144, 0.1070, -0.5991], [0.0623, 0.0528, 4.5541], [-5.8690, 3.1855, -8.5331], [6.1758, -5.5996, -2.9114], [-0.6739, 3.0084, 6.2045], [-0.0859, -0.0869, -0.3901], [0.9613, -0.7689, 0.3613], [-0.6569, 0.4805, 0.8963], [-0.0112, -0.2329, -0.2531], [-1.0918, 0.3773, -0.8603], [-1.8061, 1.8201, -1.4994], [0.4292, 0.5454, 3.7862], [1.8516, -2.1937, -0.9012], [0.5026, 0.1769, 0.4821], [-0.3171, 0.1382, 0.0074], [-0.0587, -0.4471, -0.9922], [0.3006, -0.5408, 0.3235], [3.3492, 2.7255, -0.7318], [0.5836, 1.3256, -0.1398], [-2.5785, -4.2031, 1.2044], [-1.5376, 1.4439, -0.7996], [0.0556, -0.7368, 0.1484], [-1.4283, -0.6706, 0.0487], [0.7879, -0.6838, 0.5266], [0.9364, 0.7396, -0.1488], [-1.8092, 0.5541, -0.9593], [-1.9664, -0.9470, 0.3575], [-1.7207, 3.0085, 2.6983], [5.0251, -2.0869, -1.8939], [0.1937, -0.2826, -0.1203], [-0.2872, -0.1939, 0.0410], [0.3174, -0.3622, -0.3883], [0.2175, 0.0033, -0.0182], [-2.2713, 0.8520, 1.5137], [-0.3694, -0.0434, 1.6404], [-1.8056, 2.3103, -1.7510], [3.9668, -2.8195, -1.1080], [-0.7318, 0.2496, 0.1110], [0.4469, 0.3166, -0.3820], [0.2403, -0.2649, 0.5160], [0.6575, -0.4127, -0.2529], [-0.0140, 1.5365, -0.4497], [0.7642, -0.6814, 0.3926], [0.4680, -0.6906, -2.4849], [0.8060, -1.0427, -0.6094], [-0.3056, -1.1065, 0.3856], [-0.6600, -1.6488, 2.1342], [0.3631, 0.0848, 0.1419], [-0.4833, -0.0097, -0.0477], [-0.4790, 0.0696, 0.0367], [-0.3754, 0.2586, -0.0885], [0.3393, 0.2697, 0.3495], [-0.7909, 0.2010, 0.6133], [-0.1670, 0.3193, -0.0602], [0.0456, 0.4455, 0.5588], [0.1856, 0.6532, 0.1063], [-0.0805, 0.6867, -0.1964], [0.3208, 0.7369, -0.8901], [1.4738, -0.3719, 0.5117], [-1.6961, -0.8408, 0.4543], [0.1768, 0.8235, -0.1519], [0.0527, 0.6879, -0.6078], [-0.8262, -1.0193, 0.1327], [0.7333, 0.2700, 0.2956], [0.1063, -0.3961, -0.1467], [-0.1326, 0.4779, 0.2862], [-0.1506, 0.2922, -0.2842], [-0.2916, 0.1545, -0.6876], [0.2198, -0.2435, 0.0560], [-0.4416, 0.0036, 0.4814], [0.2146, 0.0040, -0.2843], [-0.0732, -0.4498, 0.2315], [0.1316, 0.5035, -0.3018], [0.1018, -0.4064, 0.4441], [0.3199, 0.4686, -0.3271], [-0.1844, -1.7016, -0.4109], [0.8109, 0.1969, -2.3599], [-0.7160, -0.2851, 1.0065], [1.0412, 0.1118, -0.2205], [0.6698, -0.4278, 1.6382], [0.2231, -0.1541, 1.4720], [-0.4118, -0.1959, -0.0825], [0.0358, 0.2378, 0.5108], [-0.1739, 0.3491, -0.6042], [-0.0904, 0.2769, 0.5246], [-0.1184, 0.3205, -0.2513], [-0.2899, -0.1038, -0.6356], [-0.5840, 0.3780, -0.8783], [-0.0156, -0.1092, -0.4647], [-0.4238, 0.2099, 0.4072], [0.4280, 0.5216, 0.4209], [-0.1713, 0.0412, -0.1052], [-0.7223, -0.9039, -0.5364], [-0.0590, -0.3340, 0.7377], [-1.2272, -0.8347, -0.4520], [0.1075, 2.9530, -0.1954], [0.5500, -1.3121, 0.2486], [-0.0283, 1.3487, -0.4532], [0.1822, 0.0343, -0.2120], [0.2670, -0.0374, 0.0948], [-0.1482, 0.0208, -0.0037], [0.1497, -0.2736, 0.5044], [0.4612, -0.2926, 0.5436], [0.4103, -0.2602, -0.0375], [-0.2337, 0.2793, -0.0649], [-0.1682, 0.5440, -0.4686], [-0.3103, 0.0747, 0.2901], [0.9918, 0.1569, 0.6785], [-0.1615, -1.0063, -0.5768], [-0.0379, -0.6671, -0.9646], [-0.1255, 0.9091, -0.1066], [-1.0737, -1.9268, 0.4305], [0.9108, 0.1005, -0.5981], [-0.2992, 0.6945, 1.0460], [0.0146, -0.2157, 0.8076], [0.0444, 0.1310, -0.2701], [-0.0018, -0.1867, 0.3116], [0.0770, 0.2633, 0.3340], [0.5033, -0.1219, 0.1984], [0.0133, 0.4149, -0.2186], [-0.7907, -0.1087, -0.1190], [-0.2147, -0.1641, 0.1110], [-0.0533, 0.1511, -0.2045], [0.2719, 0.2532, -0.1168], [-0.0268, 0.4020, 0.0300], [0.7617, -0.0128, -0.6720], [0.7966, 0.3985, -0.4362], [0.0254, 0.2786, 0.0811], [-1.1037, -0.3771, 0.4748]],
  "max_force_ev_per_a": 10.8,
  "total_charge": 0,
  "orbital_gap_ev": 8.438
}

[2]
{
  "formula": "C18H22BeBrN2O4S",
  "method": "wB97M-V/def2-TZVPD",
  "species": ["Be", "O", "C", "C", "C", "C", "C", "C", "C", "C", "N", "H", "H", "H", "H", "H", "H", "H", "H", "H", "H", "H", "Br", "C", "C", "C", "C", "C", "N", "C", "O", "O", "H", "H", "H", "O", "S", "C", "C", "C", "C", "H", "H", "H", "H", "H", "H", "H", "H"],
  "xyz": [[-1.01320, -0.00604, 0.34334], [-2.42331, 0.81926, -0.63530], [-2.54328, 1.87531, -1.59724], [-1.82922, 3.11849, -1.10894], [-0.37924, 2.84575, -0.65512], [-0.29093, 2.62419, 0.83042], [0.04702, 3.67310, 1.67379], [0.02249, 3.49194, 3.04408], [-0.35461, 2.25718, 3.54741], [-0.65869, 1.25339, 2.65452], [-0.61615, 1.41890, 1.32483], [-3.26459, 0.43003, -0.37261], [-3.59841, 2.07829, -1.77809], [-2.10511, 1.52454, -2.53680], [-2.39496, 3.56786, -0.29028], [-1.83032, 3.84208, -1.92606], [0.25290, 3.69350, -0.91396], [0.02105, 1.97429, -1.17594], [0.32180, 4.62654, 1.24461], [0.28449, 4.30340, 3.70948], [-0.41194, 2.06823, 4.60909], [-0.95442, 0.27586, 3.00475], [2.87616, -0.03963, 1.05551], [1.77896, -1.43772, 1.72671], [2.36360, -2.51907, 2.36912], [1.51917, -3.50733, 2.85135], [0.14695, -3.38220, 2.67692], [-0.31909, -2.26429, 2.01173], [0.48493, -1.30609, 1.54800], [-1.79637, -2.02471, 1.76211], [-2.62489, -2.74334, 2.26183], [-2.03512, -1.02071, 0.96185], [3.43515, -2.57501, 2.48877], [1.93320, -4.36638, 3.36201], [-0.55912, -4.11510, 3.03891], [-0.07298, -0.38562, -0.93209], [-0.30746, -0.98713, -2.31390], [0.92272, -0.15814, -3.35462], [1.77401, -1.25887, -3.98043], [1.99390, -2.28009, -2.86732], [0.60961, -2.55126, -2.28778], [1.50576, 0.43865, -2.64952], [0.41445, 0.49390, -4.06149], [2.70602, -0.84372, -4.36124], [1.25137, -1.71929, -4.82138], [2.64901, -1.86664, -2.09790], [2.44421, -3.20080, -3.23448], [0.58995, -2.88601, -1.25144], [0.03451, -3.24949, -2.89722]],
  "forces_ev_per_a": [[-0.2966, -0.0231, -0.0456], [-0.0003, -0.0388, 0.0672], [-0.0157, -0.0133, -0.0028], [-0.0029, 0.0141, -0.0187], [-0.0064, -0.0513, 0.0096], [-0.0113, -0.0062, -0.0655], [0.0124, -0.0030, -0.0034], [0.0002, -0.0069, 0.0023], [-0.0040, 0.0014, -0.0057], [0.0104, 0.0125, 0.0443], [0.0780, -0.1030, -0.0695], [0.0021, -0.0079, -0.0054], [0.0160, -0.0045, -0.0115], [0.0151, 0.0038, 0.0109], [0.0060, 0.0182, -0.0003], [0.0021, -0.0099, -0.0091], [-0.0075, 0.0229, 0.0260], [0.0226, 0.0512, -0.0101], [-0.0017, 0.0072, -0.0003], [0.0001, 0.0076, 0.0038], [0.0040, -0.0020, 0.0035], [-0.0011, -0.0166, -0.0130], [-0.0208, -0.0090, -0.0034], [0.0528, 0.0032, 0.0023], [-0.0052, -0.0026, 0.0033], [-0.0243, 0.0096, -0.0135], [0.0378, 0.0064, -0.0002], [-0.0575, 0.0319, 0.0911], [0.0034, 0.0240, -0.0452], [-0.0102, -0.1196, -0.2202], [-0.0010, -0.0010, 0.0331], [0.0211, 0.0588, 0.1545], [0.0058, 0.0011, -0.0003], [-0.0007, -0.0036, 0.0051], [-0.0090, -0.0034, 0.0009], [0.4008, 0.3244, 0.1125], [-0.2399, -0.1141, 0.0522], [0.0743, -0.0133, -0.0315], [0.0147, 0.0169, 0.0096], [-0.0140, 0.0004, 0.0108], [-0.0244, -0.0389, -0.0414], [-0.0355, 0.0052, 0.0029], [0.0036, -0.0137, -0.0237], [0.0071, -0.0070, 0.0042], [-0.0028, 0.0080, -0.0064], [-0.0073, 0.0108, -0.0013], [0.0108, -0.0014, 0.0070], [-0.0161, -0.0200, 0.0073], [0.0150, -0.0054, -0.0166]],
  "max_force_ev_per_a": 0.5,
  "e_above_lowest_ev": 0.1589,
  "total_charge": 1,
  "orbital_gap_ev": 9.750
}